{
  "formula": "C27H61BrGePdSbSi4",
  "method": "ωB97M-V/def2-TZVPD",
  "elements": ["Pd", "C", "Si", "C", "C", "C", "C", "C", "C", "C", "C", "H", "H", "H", "H", "H", "H", "H", "H", "H", "H", "H", "H", "H", "H", "H", "H", "H", "H", "H", "H", "H", "Br", "C", "C", "C", "C", "C", "C", "H", "H", "H", "H", "C", "Sb", "C", "C", "H", "H", "H", "H", "H", "H", "H", "H", "H", "C", "Si", "C", "C", "Ge", "Si", "C", "C", "C", "Si", "C", "C", "C", "H", "H", "H", "H", "H", "H", "H", "H", "H", "H", "H", "H", "H", "H", "H", "H", "H", "H", "H", "H", "H", "H", "H", "H", "H", "H", "H"],
  "xyz": [[0.48, -0.37, 0.10], [-1.06, -2.65, -2.14], [-0.42, -2.66, -0.37], [0.99, -3.96, -0.31], [1.87, -3.81, 0.94], [1.88, -3.79, -1.55], [0.42, -5.39, -0.34], [-1.92, -3.07, 0.77], [-1.48, -3.51, 2.17], [-2.81, -4.16, 0.16], [-2.75, -1.79, 0.90], [-1.36, -3.65, -2.45], [-0.30, -2.30, -2.83], [-1.93, -1.99, -2.24], [2.33, -2.82, 0.97], [2.67, -4.56, 0.93], [1.29, -3.96, 1.86], [2.32, -2.79, -1.59], [1.34, -3.97, -2.47], [2.71, -4.50, -1.51], [-0.14, -5.63, 0.56], [1.23, -6.11, -0.43], [-0.24, -5.54, -1.20], [-0.97, -4.47, 2.16], [-2.35, -3.60, 2.82], [-0.80, -2.78, 2.62], [-2.29, -5.11, 0.05], [-3.19, -3.86, -0.82], [-3.68, -4.33, 0.81], [-2.17, -0.99, 1.36], [-3.63, -1.98, 1.53], [-3.10, -1.43, -0.07], [6.74, -0.27, -2.45], [5.01, -0.26, -1.68], [4.88, -0.33, -0.30], [3.60, -0.33, 0.26], [2.46, -0.26, -0.53], [2.63, -0.19, -1.92], [3.90, -0.20, -2.50], [5.75, -0.38, 0.33], [3.53, -0.38, 1.34], [1.77, -0.14, -2.57], [4.01, -0.14, -3.57], [-0.76, -0.08, 4.06], [0.86, -0.18, 2.68], [1.94, -1.73, 3.67], [2.03, 1.42, 3.46], [-0.37, -0.19, 5.07], [-1.47, -0.89, 3.87], [-1.28, 0.87, 3.98], [2.14, -1.40, 4.69], [2.88, -1.92, 3.16], [1.36, -2.65, 3.69], [2.17, 1.26, 4.53], [1.55, 2.38, 3.29], [3.00, 1.43, 2.96], [2.42, 3.42, 0.48], [1.12, 3.50, -0.86], [0.37, 5.22, -0.86], [1.96, 3.27, -2.53], [-0.62, 1.88, -0.52], [-2.17, 2.82, 1.03], [-3.45, 1.60, 1.67], [-3.13, 4.20, 0.20], [-1.26, 3.56, 2.50], [-1.75, 1.64, -2.62], [-3.42, 0.81, -2.38], [-0.73, 0.71, -3.88], [-2.06, 3.36, -3.32], [3.23, 4.13, 0.27], [2.85, 2.42, 0.56], [1.99, 3.69, 1.45], [1.15, 5.96, -1.05], [-0.09, 5.47, 0.10], [-0.40, 5.34, -1.63], [2.66, 4.10, -2.69], [1.24, 3.28, -3.35], [2.52, 2.34, -2.57], [-3.96, 1.09, 0.85], [-4.20, 2.14, 2.25], [-3.01, 0.84, 2.32], [-3.79, 3.81, -0.58], [-2.48, 4.95, -0.25], [-3.77, 4.71, 0.94], [-0.68, 2.82, 3.04], [-1.97, 4.00, 3.21], [-0.58, 4.35, 2.19], [-3.32, -0.19, -1.94], [-3.93, 0.71, -3.34], [-4.06, 1.40, -1.72], [-0.47, -0.29, -3.54], [0.20, 1.25, -4.08], [-1.28, 0.62, -4.82], [-2.65, 3.98, -2.64], [-2.60, 3.28, -4.27], [-1.12, 3.88, -3.51]],
  "lowdin_spin": [0.994, 0.070, 0.318, 0.050, 0.010, 0.003, 0.015, 0.050, 0.004, 0.013, 0.032, 0.012, 0.002, 0.001, 0.005, 0.000, 0.000, 0.002, 0.000, 0.000, 0.000, 0.004, 0.001, 0.000, 0.000, 0.003, 0.000, 0.001, 0.004, 0.020, 0.001, 0.002, 0.004, 0.012, 0.007, 0.051, 0.274, 0.068, 0.009, 0.001, 0.005, 0.013, 0.001, 0.038, 0.164, 0.032, 0.037, 0.004, 0.000, 0.000, 0.004, 0.000, 0.000, 0.004, 0.000, 0.000, 0.001, 0.056, 0.023, 0.002, 0.367, 0.059, 0.000, 0.024, 0.001, 0.070, 0.002, 0.002, 0.029, 0.000, 0.001, 0.000, 0.004, 0.000, 0.000, 0.000, 0.000, 0.000, 0.000, 0.000, 0.000, 0.000, 0.000, 0.004, 0.000, 0.000, 0.000, 0.000, 0.000, 0.000, 0.001, 0.000, 0.000, 0.000, 0.005, 0.000],
  "orbital_gap_ha": [0.265, 0.256],
  "multiplicity": 4,
  "e_homo_ev": [-6.62, -8.41],
  "lumo_energy_ev": [0.575, -1.438],
  "total_charge": 0
}


{
  "formula": "C27H61F2NO12S",
  "method": "ωB97M-V/def2-TZVPD",
  "elements": ["C", "C", "C", "F", "N", "C", "C", "C", "C", "C", "O", "C", "S", "O", "O", "F", "H", "H", "H", "H", "H", "H", "H", "H", "H", "H", "H", "H", "H", "H", "H", "H", "H", "H", "H", "C", "O", "C", "C", "O", "C", "C", "O", "C", "H", "H", "H", "H", "H", "H", "H", "H", "H", "H", "H", "H", "H", "H", "C", "O", "C", "C", "O", "C", "C", "O", "C", "H", "H", "H", "H", "H", "H", "H", "H", "H", "H", "H", "H", "H", "H", "C", "O", "C", "C", "O", "C", "C", "O", "C", "H", "H", "H", "H", "H", "H", "H", "H", "H", "H", "H", "H", "H", "H"],
  "xyz": [[-3.39, -2.90, -2.73], [-4.37, -1.91, -2.13], [-3.81, -1.18, -0.93], [-2.58, -0.66, -1.27], [-3.58, -2.11, 0.23], [-2.30, -1.95, 0.99], [-1.26, -3.02, 0.64], [-0.22, -2.56, -0.37], [0.77, -3.65, -0.80], [1.32, -4.55, 0.31], [0.69, -5.82, 0.28], [1.56, -6.92, 0.41], [-4.81, -2.08, 1.32], [-5.01, -0.79, 1.88], [-4.75, -3.24, 2.14], [-6.00, -2.29, 0.32], [-3.84, -3.41, -3.59], [-3.11, -3.66, -2.01], [-2.48, -2.40, -3.08], [-5.28, -2.43, -1.82], [-4.67, -1.15, -2.86], [-4.41, -0.33, -0.61], [-2.53, -2.02, 2.05], [-1.90, -0.95, 0.82], [-1.80, -3.90, 0.25], [-0.79, -3.35, 1.57], [0.32, -1.69, 0.02], [-0.75, -2.22, -1.26], [0.29, -4.30, -1.54], [1.62, -3.18, -1.31], [2.40, -4.67, 0.21], [1.14, -4.10, 1.29], [1.85, -7.09, 1.45], [1.03, -7.80, 0.05], [2.47, -6.79, -0.19], [-12.18, 3.99, -1.25], [-11.42, 2.82, -1.05], [-10.60, 2.46, -2.15], [-9.24, 1.97, -1.70], [-8.41, 2.98, -1.16], [-8.62, 3.38, 0.19], [-8.11, 2.40, 1.22], [-8.93, 1.26, 1.31], [-8.21, 0.06, 1.52], [-13.03, 3.81, -1.92], [-12.57, 4.29, -0.27], [-11.57, 4.80, -1.66], [-10.47, 3.32, -2.82], [-11.08, 1.65, -2.71], [-8.73, 1.63, -2.60], [-9.35, 1.12, -1.02], [-9.66, 3.62, 0.38], [-8.03, 4.29, 0.29], [-8.09, 2.92, 2.19], [-7.08, 2.12, 0.97], [-7.38, -0.03, 0.82], [-8.90, -0.77, 1.36], [-7.81, 0.00, 2.54], [-0.48, -0.04, 3.50], [0.37, 0.63, 2.60], [0.53, 2.01, 2.84], [1.95, 2.45, 2.58], [2.90, 1.98, 3.53], [3.34, 0.63, 3.44], [4.28, 0.35, 2.30], [3.61, 0.31, 1.05], [4.36, 0.83, -0.02], [-1.53, 0.14, 3.28], [-0.28, -1.11, 3.39], [-0.28, 0.24, 4.54], [0.25, 2.26, 3.87], [-0.12, 2.58, 2.16], [1.97, 3.54, 2.69], [2.25, 2.20, 1.56], [2.50, -0.07, 3.42], [3.90, 0.47, 4.36], [4.75, -0.63, 2.49], [5.08, 1.10, 2.29], [4.80, 1.80, 0.23], [3.69, 0.95, -0.86], [5.17, 0.15, -0.31], [8.02, -0.55, 0.19], [8.32, 0.70, -0.38], [9.15, 1.53, 0.41], [10.18, 2.26, -0.43], [11.19, 1.44, -0.98], [10.89, 0.68, -2.14], [10.85, 1.48, -3.42], [9.68, 2.27, -3.50], [9.88, 3.52, -4.14], [7.27, -0.46, 0.99], [7.61, -1.18, -0.60], [8.91, -1.03, 0.60], [9.67, 0.93, 1.17], [8.54, 2.28, 0.93], [10.70, 2.94, 0.25], [9.68, 2.86, -1.20], [9.97, 0.10, -2.02], [11.73, -0.02, -2.23], [10.87, 0.76, -4.26], [11.75, 2.10, -3.49], [10.75, 4.04, -3.72], [8.99, 4.11, -3.96], [10.02, 3.41, -5.22]],
  "mulliken_charge": [-1.157, -0.463, 0.057, -0.316, 0.388, -1.549, -0.529, -0.110, -0.847, -0.541, -0.307, -0.766, 1.084, -0.542, -0.627, -0.240, 0.439, 0.233, 0.254, 0.320, 0.398, 0.290, 0.752, 0.593, 0.133, 0.480, 0.178, 0.037, 0.330, 0.414, 0.448, 0.275, 0.283, 0.244, 0.330, -0.765, -0.307, -0.568, -0.277, -0.416, -0.393, -0.439, -0.377, -0.593, 0.323, 0.240, 0.343, 0.346, 0.348, 0.368, 0.149, 0.175, 0.382, 0.400, 0.222, 0.144, 0.338, 0.368, -0.818, -0.125, -0.649, -0.331, -0.452, -0.330, -0.492, -0.209, -0.741, 0.301, 0.144, 0.501, 0.398, 0.343, 0.378, 0.112, 0.068, 0.387, 0.346, 0.336, 0.349, 0.307, 0.195, -0.841, -0.257, -0.556, -0.364, -0.415, -0.272, -0.572, -0.280, -0.772, 0.239, 0.260, 0.443, 0.379, 0.336, 0.370, 0.187, 0.125, 0.372, 0.374, 0.344, 0.341, 0.234, 0.326],
  "orbital_gap_ha": 0.356,
  "e_homo_ev": -9.03,
  "lumo_energy_ev": 0.651,
  "total_charge": 0,
  "smiles": "CC[C@H](F)N(CCCCCOC)S(=O)(=O)F.COCCOCCOC.COCCOCCOC.COCCOCCOC"
}


{
  "formula": "C27H61FN5O12",
  "method": "ωB97M-V/def2-TZVPD",
  "elements": ["C", "C", "O", "N", "N", "C", "N", "C", "N", "F", "N", "C", "C", "C", "O", "H", "H", "H", "H", "H", "H", "H", "H", "H", "H", "H", "C", "O", "C", "C", "O", "C", "H", "H", "H", "H", "H", "H", "H", "H", "H", "H", "C", "O", "C", "C", "O", "C", "H", "H", "H", "H", "H", "H", "H", "H", "H", "H", "C", "O", "C", "C", "O", "C", "H", "H", "H", "H", "H", "H", "H", "H", "H", "H", "C", "O", "C", "C", "O", "C", "H", "H", "H", "H", "H", "H", "H", "H", "H", "H", "C", "O", "C", "C", "O", "C", "H", "H", "H", "H", "H", "H", "H", "H", "H", "H"],
  "xyz": [[-0.02, -0.85, 2.69], [0.16, -0.09, 1.28], [0.55, 1.09, 1.34], [-0.10, -0.85, 0.05], [0.14, -0.10, -1.10], [-0.36, -0.60, -2.26], [-1.14, -1.82, -2.46], [-1.34, -1.87, -3.87], [-0.74, -0.72, -4.48], [-0.79, -0.55, -5.81], [-0.15, 0.06, -3.53], [0.59, 1.32, -3.86], [0.99, -1.92, 0.02], [0.72, -3.45, -0.29], [2.15, -1.50, 0.24], [0.83, -1.62, 2.85], [-1.06, -1.31, 2.81], [0.11, -0.10, 3.55], [0.66, 0.78, -1.15], [-1.90, -2.74, -4.34], [0.98, 1.86, -2.93], [1.49, 1.09, -4.52], [-0.08, 2.08, -4.40], [1.73, -3.99, -0.18], [0.38, -3.65, -1.37], [-0.01, -3.96, 0.42], [-1.31, 6.17, 3.62], [-1.25, 4.75, 3.49], [0.03, 4.30, 3.07], [0.82, 3.72, 4.24], [1.19, 4.73, 5.17], [0.37, 4.71, 6.33], [-2.25, 6.42, 4.11], [-0.48, 6.55, 4.22], [-1.30, 6.63, 2.63], [0.59, 5.10, 2.58], [-0.14, 3.51, 2.33], [1.75, 3.29, 3.85], [0.26, 2.91, 4.73], [0.61, 3.84, 6.95], [-0.69, 4.71, 6.08], [0.58, 5.61, 6.91], [0.98, -5.59, -4.58], [0.95, -6.10, -3.26], [0.76, -7.52, -3.23], [2.06, -8.25, -2.94], [2.97, -8.13, -4.03], [4.00, -7.18, -3.78], [1.31, -4.55, -4.54], [1.67, -6.15, -5.22], [-0.03, -5.63, -5.01], [0.30, -7.87, -4.16], [0.05, -7.72, -2.41], [1.84, -9.32, -2.83], [2.51, -7.90, -2.01], [4.69, -7.58, -3.03], [3.59, -6.23, -3.43], [4.54, -7.01, -4.71], [-1.16, -7.55, -9.94], [-0.24, -8.61, -9.72], [0.88, -8.20, -8.92], [0.74, -8.70, -7.49], [-0.33, -8.04, -6.81], [-1.48, -8.87, -6.70], [-2.06, -7.97, -10.39], [-1.44, -7.06, -9.00], [-0.73, -6.82, -10.63], [1.00, -7.12, -8.95], [1.77, -8.66, -9.37], [1.66, -8.46, -6.95], [0.62, -9.79, -7.46], [-1.30, -9.67, -5.98], [-1.77, -9.29, -7.66], [-2.30, -8.25, -6.34], [3.97, 9.61, 7.84], [4.42, 8.28, 7.63], [3.39, 7.42, 7.14], [3.55, 7.17, 5.65], [3.29, 8.35, 4.90], [4.49, 8.97, 4.43], [4.83, 10.24, 8.04], [3.44, 10.00, 6.96], [3.30, 9.64, 8.71], [2.40, 7.83, 7.37], [3.49, 6.47, 7.67], [2.80, 6.43, 5.34], [4.54, 6.76, 5.42], [4.93, 8.36, 3.64], [5.21, 9.10, 5.24], [4.23, 9.95, 4.02], [-6.75, 5.02, 2.37], [-6.76, 4.54, 3.71], [-6.93, 3.12, 3.77], [-5.61, 2.42, 4.06], [-4.71, 2.54, 2.96], [-3.70, 3.51, 3.20], [-6.44, 6.07, 2.39], [-6.05, 4.47, 1.75], [-7.76, 4.96, 1.95], [-7.38, 2.74, 2.84], [-7.63, 2.92, 4.59], [-5.81, 1.35, 4.20], [-5.16, 2.80, 4.98], [-2.99, 3.14, 3.95], [-4.12, 4.46, 3.53], [-3.16, 3.68, 2.27]],
  "mulliken_charge": [-0.820, 0.561, -0.580, -0.005, 0.096, 0.402, -0.403, -0.098, 0.145, -0.178, 0.235, -0.639, 0.678, -1.002, -0.520, 0.294, 0.313, 0.233, 0.207, 0.431, 0.240, 0.321, 0.311, 0.337, 0.132, 0.299, -0.791, -0.084, -0.533, -0.540, -0.256, -0.712, 0.253, 0.258, 0.295, 0.389, 0.248, 0.347, 0.357, 0.323, 0.275, 0.175, -0.584, -0.258, -0.097, -0.610, -0.311, -0.728, 0.250, 0.238, 0.221, -0.059, 0.372, 0.405, 0.349, 0.310, 0.279, 0.252, -0.668, -0.371, -0.628, -0.353, -0.235, -0.916, 0.247, 0.250, 0.334, 0.315, 0.393, 0.250, 0.373, 0.327, 0.409, 0.248, -0.723, -0.400, -0.515, 0.055, -0.371, -0.755, 0.251, 0.313, 0.322, 0.340, 0.330, -0.026, 0.325, 0.310, 0.322, 0.258, -0.713, -0.364, -0.510, -0.484, -0.398, -0.738, 0.245, 0.291, 0.337, 0.320, 0.372, 0.386, 0.317, 0.332, 0.323, 0.247],
  "orbital_gap_ha": 0.231,
  "e_homo_ev": -10.15,
  "lumo_energy_ev": -3.855,
  "total_charge": 1
}


{
  "formula": "C27H61FO21S7",
  "method": "ωB97M-V/def2-TZVPD",
  "elements": ["O", "S", "O", "O", "C", "C", "C", "H", "H", "H", "H", "H", "H", "H", "H", "O", "S", "O", "O", "C", "C", "C", "H", "H", "H", "H", "H", "H", "H", "H", "O", "S", "O", "O", "C", "C", "C", "H", "H", "H", "H", "H", "H", "H", "H", "O", "S", "O", "O", "C", "C", "C", "H", "H", "H", "H", "H", "H", "H", "H", "O", "S", "O", "O", "C", "C", "C", "H", "H", "H", "H", "H", "H", "H", "H", "O", "S", "O", "O", "C", "C", "C", "H", "H", "H", "H", "H", "H", "H", "H", "O", "S", "O", "O", "C", "C", "C", "H", "H", "H", "H", "H", "H", "H", "H", "F", "C", "C", "C", "C", "C", "C", "H", "H", "H", "H", "H"],
  "xyz": [[3.04, -1.38, 0.65], [2.31, -2.11, 1.71], [1.62, -1.33, 2.72], [1.30, -3.16, 1.01], [1.41, -3.37, -0.42], [0.08, -4.01, -0.82], [3.46, -3.31, 2.53], [2.28, -3.98, -0.66], [1.49, -2.40, -0.90], [0.10, -4.05, -1.90], [-0.73, -3.32, -0.60], [-0.18, -4.94, -0.31], [4.34, -2.77, 2.89], [3.75, -4.06, 1.79], [2.87, -3.88, 3.24], [2.94, -2.86, -2.39], [2.43, -1.57, -2.85], [3.36, -0.45, -3.05], [1.50, -1.83, -4.22], [1.12, -0.66, -4.98], [0.91, -1.18, -6.43], [1.04, -1.07, -1.79], [1.93, 0.06, -5.09], [0.21, -0.23, -4.57], [0.00, -1.77, -6.40], [1.75, -1.73, -6.87], [0.62, -0.31, -7.02], [0.64, -0.12, -2.15], [1.34, -0.83, -0.77], [0.23, -1.80, -1.75], [-4.04, 0.56, -3.34], [-4.14, 1.58, -2.33], [-5.00, 2.78, -2.50], [-4.65, 0.84, -0.96], [-4.24, -0.51, -0.64], [-4.56, -0.81, 0.75], [-2.47, 2.06, -1.78], [-3.15, -0.49, -0.63], [-4.46, -1.28, -1.38], [-4.50, 0.08, 1.39], [-3.95, -1.57, 1.24], [-5.55, -1.24, 0.91], [-1.84, 1.19, -1.65], [-2.76, 2.62, -0.88], [-2.05, 2.68, -2.57], [-0.26, 6.34, -0.47], [0.92, 5.57, 0.05], [2.27, 6.13, -0.12], [0.75, 5.25, 1.69], [-0.53, 5.10, 2.24], [-0.42, 4.94, 3.78], [0.85, 3.78, -0.61], [-1.08, 4.29, 1.78], [-1.05, 6.03, 2.03], [-1.41, 4.81, 4.21], [-0.02, 5.84, 4.24], [0.22, 4.07, 3.95], [0.22, 3.14, 0.01], [1.87, 3.38, -0.58], [0.49, 3.95, -1.62], [-1.00, -1.33, -1.12], [-1.59, -1.32, -2.46], [-1.41, -0.15, -3.33], [-0.88, -2.53, -3.39], [-1.07, -2.53, -4.83], [0.04, -3.39, -5.53], [-3.32, -1.97, -2.46], [-1.15, -1.52, -5.21], [-2.09, -2.81, -5.10], [1.10, -3.13, -5.52], [-0.21, -3.54, -6.58], [0.13, -4.41, -5.17], [-3.32, -2.99, -2.09], [-3.56, -1.93, -3.52], [-3.95, -1.28, -1.89], [-3.27, -2.79, 2.23], [-2.48, -1.59, 2.10], [-2.08, -1.08, 0.74], [-3.13, -0.40, 2.96], [-2.60, 0.88, 2.76], [-2.46, 1.45, 4.23], [-0.93, -1.74, 3.00], [-3.42, 1.35, 2.21], [-1.68, 0.96, 2.18], [-3.16, 0.92, 4.87], [-2.71, 2.51, 4.20], [-1.41, 1.33, 4.50], [-1.17, -1.49, 4.03], [-0.30, -1.00, 2.50], [-0.72, -2.79, 2.84], [6.27, 0.72, 3.56], [5.30, -0.33, 3.24], [5.49, -1.65, 3.85], [3.85, 0.26, 3.63], [3.47, 1.46, 3.00], [2.50, 2.21, 3.89], [5.16, -0.64, 1.46], [2.91, 1.20, 2.10], [4.28, 2.11, 2.68], [2.41, 3.25, 3.59], [2.95, 2.22, 4.89], [1.52, 1.72, 3.97], [4.94, 0.34, 1.02], [4.35, -1.36, 1.33], [6.12, -1.00, 1.11], [-1.22, 3.17, 2.05], [-0.71, 2.03, 1.48], [0.43, 1.53, 2.19], [1.12, 0.40, 1.71], [0.60, -0.27, 0.61], [-0.54, 0.23, -0.02], [-1.21, 1.36, 0.38], [0.84, 2.16, 2.96], [2.03, 0.13, 2.21], [1.16, -1.14, 0.29], [-0.79, -0.30, -0.92], [-2.01, 1.77, -0.21]],
  "mulliken_charge": [-0.606, 1.347, -0.666, -0.156, 1.199, -0.905, -0.894, 0.615, -1.464, 0.152, -0.142, 0.475, 0.235, 0.403, 0.423, -0.735, 1.347, -0.759, -0.369, 0.430, -1.685, -0.772, 0.690, -0.099, 0.426, 0.332, 0.431, 1.505, 0.169, -0.812, -0.562, 1.264, -0.696, -0.660, 1.422, -1.840, 0.053, -0.148, 0.552, 0.455, 0.075, 0.373, -0.456, 0.309, 0.568, -0.627, 1.179, -0.631, -0.412, 0.015, -1.096, -0.182, 0.231, 0.724, 0.329, 0.377, 0.129, -0.370, 0.376, 0.473, 1.499, 2.194, -0.905, 0.315, -0.862, -1.587, -1.400, 0.695, 0.499, 0.381, 0.480, 0.378, 0.328, 0.640, 0.128, -0.851, 1.701, -1.009, -0.626, 0.405, -1.386, -0.544, 0.515, -0.728, 0.512, 0.216, 0.143, 0.573, -0.050, 0.543, -0.681, 1.216, -0.762, -0.252, -0.336, -1.234, -0.728, 0.710, 0.803, 0.333, 0.458, 0.517, 0.211, 0.095, 0.642, -1.003, -0.544, 1.346, -0.744, 0.630, 2.368, -0.247, -1.429, 0.230, -1.562, -2.657, -0.919],
  "orbital_gap_ha": 0.323,
  "e_homo_ev": -8.87,
  "lumo_energy_ev": -0.085,
  "total_charge": 0
}


Number 1: DFT total energy -7242.43007 a.u.. Number 2: DFT total energy -2620.67886 a.u.. Number 3: DFT total energy -2341.17240 a.u.. Number 4: DFT total energy -5531.31358 a.u..